Density functional theory data (ωB97M-V with the def2-TZVPD basis set) for a gas-phase ion, C3H5NO3 (charge -1) in a non-equilibrium geometry.

For the HOMO energy (alpha / beta), the calculation gives 0.012 / -0.129 Eh. Its spin multiplicity is 2. For the total energy, the calculation gives -10824.127 eV. Its expectation value of S² is 0.753. As for the charge: -1. The value obtained for the HOMO-LUMO gap (alpha / beta) is 0.1237 / 0.2576 hartree. The energy above the lowest of the compared OMol25 structures with the same formula, charge and spin is 0.00 kJ/mol.

Last columns: bonded neighbours and bond lengths (Å).
Element x y z (Å)
1 O 1.8296 0.4396 2.3552  C2 1.251
2 C 1.6742 0.0151 1.1892  O1 1.251, C3 1.538, H8 1.100
3 C 0.7493 0.8380 0.2761  C2 1.538, N4 1.480, H9 1.080, H10 1.123
4 N 0.1664 0.1807 -0.9152  C3 1.480, C5 1.345, H11 1.009
5 C -1.0486 -0.3934 -0.9679  N4 1.345, O6 1.344, O7 1.221
6 O -1.8326 -0.0595 0.0716  C5 1.344, H12 0.940
7 O -1.4208 -1.1161 -1.8783  C5 1.221
8 H 2.3293 -0.7132 0.6878  C2 1.100
9 H -0.0124 1.2545 0.9194  C3 1.080
10 H 1.3967 1.6207 -0.2019  C3 1.123
11 H 0.7808 0.2091 -1.7150  N4 1.009
12 H -2.5966 -0.5997 -0.0208  O6 0.940

Mulliken atomic charge list, values in e, 4 entries: O -0.649; C -0.431; C -0.578; N 0.184


Density functional theory data (ωB97M-V with the def2-TZVPD basis set) for a single C3H5NO3 molecule in a non-equilibrium geometry.

The SMILES is C[C@H](C=O)[N+](=O)[O-]. For the HOMO energy, the calculation gives -0.390 Eh. For the total energy, the calculation gives -10819.934 eV. The value obtained for the HOMO-LUMO gap is 0.3820 hartree. The energy above the lowest of the compared OMol25 structures with the same formula, charge and spin is 555.17 kJ/mol.

Last columns: bonded neighbours and bond lengths (Å).
Element x y z (Å)
1 C 0.2190 1.2330 0.7186  C2 1.819, H8 1.157, H9 1.085, H10 1.052
2 C 0.3471 -0.2269 -0.3589  C1 1.819, C3 1.453, N5 1.439, H11 1.068
3 C -0.8274 -0.1060 -1.2060  C2 1.453, O4 1.184, H12 1.224
4 O -0.8613 0.3501 -2.2979  C3 1.184
5 N 0.4032 -1.2838 0.6160  C2 1.439, O6 1.206, O7 1.215
6 O 1.2326 -2.1238 0.3688  N5 1.206
7 O -0.4623 -1.3550 1.4651  N5 1.215
8 H 1.3283 1.5355 0.8476  C1 1.157
9 H -0.3248 1.8464 0.0079  C1 1.085
10 H -0.4464 0.8270 1.4257  C1 1.052
11 H 1.2574 -0.2259 -0.9179  C2 1.068
12 H -1.8655 -0.4706 -0.6689  C3 1.224

Mulliken atomic charge list, values in e, 4 entries: C -0.996; C -0.074; C -0.097; O -0.418


Density functional theory data (ωB97M-V with the def2-TZVPD basis set) for a single C3H5NO3 molecule in a non-equilibrium geometry.

The SMILES is O=CCN(O)C=O. For the HOMO energy, the calculation gives -0.367 Eh. For the total energy, the calculation gives -10821.104 eV. The value obtained for the HOMO-LUMO gap is 0.3786 hartree. The energy above the lowest of the compared OMol25 structures with the same formula, charge and spin is 442.22 kJ/mol.

Last columns: bonded neighbours and bond lengths (Å).
Element x y z (Å)
1 O 2.7787 -0.3313 -0.2683  C2 1.286
2 C 1.5087 -0.5275 -0.3123  O1 1.286, C3 1.458, H8 1.094
3 C 0.5558 -0.3413 0.7748  C2 1.458, N4 1.435, H9 1.086, H10 1.037
4 N -0.4999 0.4632 0.2283  C3 1.435, O5 1.305, C6 1.400
5 O -0.2967 1.6875 -0.1736  N4 1.305, H11 1.044
6 C -1.6937 -0.0724 -0.2692  N4 1.400, O7 1.250, H12 1.146
7 O -2.2129 -1.1943 -0.0871  C6 1.250
8 H 0.9318 -0.6653 -1.2321  C2 1.094
9 H 0.9319 0.0435 1.7182  C3 1.086
10 H 0.1030 -1.1937 1.1542  C3 1.037
11 H -0.3627 2.3540 0.6277  O5 1.044
12 H -2.4831 0.5708 -0.7944  C6 1.146

Mulliken atomic charge list, values in e, 4 entries: O -0.510; C 0.171; C -0.544; N 0.119


Density functional theory data (ωB97M-V with the def2-TZVPD basis set) for 2 unconnected molecules or ions with the total composition C3H5NO3 in a non-equilibrium geometry.

For the HOMO energy (alpha / beta), the calculation gives -0.362 / -0.369 Eh. For the total energy, the calculation gives -10815.939 eV. The value obtained for the HOMO-LUMO gap (alpha / beta) is 0.3214 / 0.3272 hartree. The energy above the lowest of the compared OMol25 structures with the same formula, charge and spin is 940.65 kJ/mol.

Last columns: bonded neighbours and bond lengths (Å).
Element x y z (Å)
1 C 0.3533 -0.4720 0.5217  C2 1.501, C3 1.492, O7 1.429, H8 1.139
2 C -0.7992 0.1137 -0.2409  C1 1.501, N4 1.410, O7 1.335
3 C 1.7496 -0.1222 0.1310  C1 1.492, H10 1.095, H11 1.115, H12 1.193
4 N -2.1599 0.4368 -0.0627  C2 1.410, O5 1.195, O6 1.185
5 O -2.7427 -0.5837 0.1545  N4 1.195
6 O -2.5958 1.5387 -0.0675  N4 1.185
7 O -0.4391 -1.1538 -0.4523  C1 1.429, C2 1.335
8 H 0.3107 -0.8273 1.6027  C1 1.139
9 H -0.0672 1.0671 -1.8511  no bonds
10 H 1.7027 0.5443 -0.7366  C3 1.095
11 H 2.3652 -1.0469 0.0323  C3 1.115
12 H 2.3223 0.5052 0.9690  C3 1.193

Mulliken atomic charge list, values in e, 4 entries: C 0.584; C -0.456; C -1.102; N 1.007


Density functional theory data (ωB97M-V with the def2-TZVPD basis set) for a single C3H5NO3 molecule in a non-equilibrium geometry.

For the HOMO energy (alpha / beta), the calculation gives -0.369 / -0.369 Eh. For the total energy, the calculation gives -10819.861 eV. The value obtained for the HOMO-LUMO gap (alpha / beta) is 0.3006 / 0.3006 hartree. The energy above the lowest of the compared OMol25 structures with the same formula, charge and spin is 562.20 kJ/mol.

Last columns: bonded neighbours and bond lengths (Å).
Element x y z (Å)
1 N -0.7109 -1.2315 0.7855  C2 1.373, H9 1.029
2 C -0.7566 0.0558 0.3113  N1 1.373, O3 1.300, C4 1.511, O7 1.533
3 O -1.9494 0.1450 0.8210  C2 1.300
4 C 0.4236 0.9432 0.6322  C2 1.511, O5 1.422, H10 1.090, H11 1.092
5 O 1.3056 0.7788 -0.4715  C4 1.422, C6 1.371
6 C 0.7037 -0.1559 -1.2740  O5 1.371, O7 1.332, H8 1.194, H12 1.081
7 O -0.6215 -0.0380 -1.2127  C2 1.533, C6 1.332
8 H 0.9069 -1.1870 -0.7074  C6 1.194
9 H -1.2678 -1.8144 0.1460  N1 1.029
10 H 0.1227 1.9885 0.7070  C4 1.090
11 H 0.9353 0.6306 1.5446  C4 1.092
12 H 1.0817 -0.2331 -2.2843  C6 1.081

Mulliken atomic charge list, values in e, 4 entries: N -0.523; C 1.061; O -0.463; C -0.358


Density functional theory data (ωB97M-V with the def2-TZVPD basis set) for a single C3H5NO3 molecule in a non-equilibrium geometry.

For the HOMO energy, the calculation gives -0.353 Eh. For the total energy, the calculation gives -10823.900 eV. The value obtained for the HOMO-LUMO gap is 0.3718 hartree. The energy above the lowest of the compared OMol25 structures with the same formula, charge and spin is 172.50 kJ/mol.

Last columns: bonded neighbours and bond lengths (Å).
Element x y z (Å)
1 C 0.6028 -0.1213 -1.7974  O7 1.489, H10 1.085, H11 1.092, H12 1.095
2 C -1.3979 0.5858 0.5447  C3 1.717, O5 1.208, O6 1.213
3 C 0.1869 -0.0734 0.5722  C2 1.717, N4 1.301, O7 1.290
4 N 0.5053 -0.3456 1.8040  C3 1.301, H8 1.011, H9 1.030
5 O -1.8685 0.6800 -0.5643  C2 1.208
6 O -1.7385 0.7772 1.6925  C2 1.213
7 O 0.9301 -0.4962 -0.3941  C1 1.489, C3 1.290
8 H 1.3085 -0.8865 2.0956  N4 1.011
9 H -0.2212 -0.0208 2.4586  N4 1.030
10 H -0.3833 0.3106 -1.9355  C1 1.085
11 H 0.7106 -1.0239 -2.4022  C1 1.092
12 H 1.3652 0.6142 -2.0740  C1 1.095

Mulliken atomic charge list, values in e, 4 entries: C -0.557; C 0.792; C 0.372; N -0.247


Density functional theory data (ωB97M-V with the def2-TZVPD basis set) for a gas-phase ion, C3H5NO3S (charge -2) in a non-equilibrium geometry.

The SMILES is O=S(=O)=CCC[N-][O-]. For the HOMO energy, the calculation gives 0.062 Eh. For the total energy, the calculation gives -21653.429 eV. As for the charge: -2. The value obtained for the HOMO-LUMO gap is 0.1805 hartree. The energy above the lowest of the compared OMol25 structures with the same formula, charge and spin is 173.56 kJ/mol.

Last columns: bonded neighbours and bond lengths (Å).
Element x y z (Å)
1 O -3.5606 -0.0605 1.3860  S2 1.582
2 S -2.9750 -0.6143 0.0244  O1 1.582, O3 1.503, C4 1.819
3 O -3.1318 0.4235 -1.0507  S2 1.503
4 C -1.2351 -0.4904 0.5416  S2 1.819, C5 1.518, H9 1.095
5 C -0.4284 0.2715 -0.4937  C4 1.518, C6 1.495, H10 1.164, H11 1.159
6 C 0.6609 -0.7271 -0.7225  C5 1.495, N7 1.533, H12 1.051, H13 1.056
7 N 0.0332 -1.9515 -0.0470  C6 1.533, O8 1.321
8 O 0.8557 -2.4968 0.8306  N7 1.321
9 H -1.1298 -0.0994 1.5587  C4 1.095
10 H -0.2353 1.4037 -0.3044  C5 1.164
11 H -1.1404 0.3940 -1.3996  C5 1.159
12 H 0.7248 -0.9803 -1.7405  C6 1.051
13 H 1.5920 -0.5346 -0.2622  C6 1.056

Mulliken atomic charge list, values in e, 4 entries: O -0.735; S 0.295; O -0.699; C -0.400


Density functional theory data (ωB97M-V with the def2-TZVPD basis set) for a single C3H5NO3S molecule in a non-equilibrium geometry.

The SMILES is O=C(O)[C@H]1NCSO1. For the HOMO energy, the calculation gives -0.313 Eh. For the total energy, the calculation gives -21658.029 eV. The value obtained for the HOMO-LUMO gap is 0.3270 hartree. The energy above the lowest of the compared OMol25 structures with the same formula, charge and spin is 207.24 kJ/mol.

Last columns: bonded neighbours and bond lengths (Å).
Element x y z (Å)
1 O -2.5715 -0.0538 1.9943  C2 1.196
2 C -1.9602 -0.1211 0.9681  O1 1.196, O3 1.306, C4 1.571
3 O -2.3832 0.5121 -0.0928  C2 1.306, H9 0.918
4 C -0.6864 -1.0117 0.7384  C2 1.571, N5 1.485, O8 1.543, H10 1.187
5 N 0.1781 -0.2532 -0.2006  C4 1.485, C6 1.408, H11 1.041
6 C 0.7370 0.7597 0.6026  N5 1.408, S7 1.811, H12 1.155, H13 1.183
7 S 1.2323 0.0171 2.1782  C6 1.811, O8 1.615
8 O 0.0611 -1.0909 2.0862  C4 1.543, S7 1.615
9 H -1.7172 0.4266 -0.7182  O3 0.918
10 H -0.7876 -2.0808 0.2334  C4 1.187
11 H 1.0058 -0.8389 -0.4371  N5 1.041
12 H 1.7091 1.1453 0.1114  C6 1.155
13 H -0.0975 1.5935 0.6840  C6 1.183

Mulliken atomic charge list, values in e, 4 entries: O -0.520; C 0.334; O -0.431; C 0.381


Density functional theory data (ωB97M-V with the def2-TZVPD basis set) for 2 unconnected molecules or ions with the total composition C3H5NO4 in a non-equilibrium geometry.

The SMILES is CO/C=N/O.O=C=O. For the HOMO energy, the calculation gives -0.350 Eh. For the total energy, the calculation gives -12869.732 eV. The value obtained for the HOMO-LUMO gap is 0.3783 hartree. The energy above the lowest of the compared OMol25 structures with the same formula, charge and spin is 303.29 kJ/mol.

Last columns: bonded neighbours and bond lengths (Å).
Element x y z (Å)
1 C -0.7414 0.0100 -1.2173  O2 1.482, H6 1.041, H7 1.097, H8 1.053
2 O -1.0795 -0.5228 0.1231  C1 1.482, C3 1.299
3 C -0.0120 -0.7132 0.8381  O2 1.299, N4 1.254, H9 1.156
4 N -0.0398 -0.9705 2.0651  C3 1.254, O5 1.412
5 O 1.2106 -1.0554 2.7166  N4 1.412, H10 0.967
6 H -0.4250 -0.8670 -1.6806  C1 1.041
7 H -0.0929 0.8810 -1.0607  C1 1.097
8 H -1.7253 0.2918 -1.4653  C1 1.053
9 H 0.9971 -0.7599 0.2755  C3 1.156
10 H 1.8680 -1.6162 2.2830  O5 0.967
11 O -0.5541 2.1334 1.5229  C12 1.159
12 C -1.0732 1.7141 2.4702  O11 1.159, O13 1.154
13 O -1.6695 1.4634 3.4254  C12 1.154

Mulliken atomic charge list, values in e, 4 entries: C -0.761; O -0.328; C 0.177; N -0.311


Density functional theory data (ωB97M-V with the def2-TZVPD basis set) for a single C3H5NO4 molecule in a non-equilibrium geometry.

The SMILES is COC(=O)ONC=O. For the HOMO energy, the calculation gives -0.377 Eh. For the total energy, the calculation gives -12869.656 eV. The value obtained for the HOMO-LUMO gap is 0.4061 hartree. The energy above the lowest of the compared OMol25 structures with the same formula, charge and spin is 310.63 kJ/mol.

Last columns: bonded neighbours and bond lengths (Å).
Element x y z (Å)
1 C 2.2290 -1.4531 -0.0128  O2 1.445, H9 1.080, H10 1.103, H11 1.048
2 O 1.3311 -0.5134 -0.6442  C1 1.445, C3 1.406
3 C 0.5290 0.1789 0.2801  O2 1.406, O4 1.171, O5 1.500
4 O 0.4982 0.0173 1.4398  C3 1.171
5 O -0.2693 1.1287 -0.5637  C3 1.500, N6 1.378
6 N -1.4378 1.5965 -0.0030  O5 1.378, C7 1.416, H12 0.937
7 C -2.5255 0.7057 -0.1708  N6 1.416, O8 1.236, H13 1.057
8 O -2.4517 -0.4925 -0.4645  C7 1.236
9 H 2.8784 -1.5549 -0.8703  C1 1.080
10 H 1.5760 -2.2608 0.3598  C1 1.103
11 H 2.6648 -1.0636 0.8571  C1 1.048
12 H -1.5650 2.5157 -0.1298  N6 0.937
13 H -3.4570 1.1955 -0.0778  C7 1.057

Mulliken atomic charge list, values in e, 4 entries: C -0.632; O -0.295; C 0.712; O -0.446